The following is a DFT calculation (ωB97M-V with the def2-TZVPD basis set) of a cluster of 6 separate species, C54H59N3O12 in total.

```
! wB97M-V def2-TZVPD RIJCOSX def2/J DEFGRID3
* xyz 0 1
H -10.963 2.490 2.160
H -14.061 6.115 -0.494
C 5.367 -10.890 0.660
C 3.233 -9.697 0.438
C -0.133 2.168 -1.775
O 5.215 1.303 -2.040
H 3.015 7.707 1.235
C -9.791 3.800 0.857
O 7.331 2.223 -0.344
H 5.123 -2.936 2.268
C 3.896 -10.849 0.453
H 1.564 -1.722 -2.458
H 7.155 0.793 -2.415
H -0.012 1.539 0.299
H 6.483 1.985 -3.554
H -4.164 3.032 1.974
C -7.512 2.712 2.215
H 6.078 -4.260 1.555
C 4.246 -1.313 -3.085
C -1.403 -6.254 -0.936
C 3.935 -8.403 0.625
O 5.508 9.163 4.640
C -2.302 2.350 1.086
H -6.343 4.027 0.907
C 1.645 -1.681 -0.309
N -1.992 1.861 -0.152
H 1.965 0.829 -0.489
O -16.548 6.215 -1.228
C 5.404 -8.441 0.831
C 5.028 8.260 3.992
C 5.332 2.819 0.940
H 0.925 -0.865 -0.308
C -0.674 1.406 -0.556
H 4.910 4.805 3.886
H -0.261 1.560 -2.672
O -0.025 -8.749 -3.047
H 1.668 3.040 -2.590
H -12.834 3.969 -0.168
H -0.745 0.346 -0.801
H 2.086 -7.395 -2.385
H 5.051 1.777 0.791
C 2.347 1.486 -1.266
C -14.545 2.699 -0.691
H 7.086 4.050 0.607
H -16.436 1.753 -1.266
H -8.979 1.542 3.344
H 7.357 2.662 1.629
H -2.327 -5.891 -0.504
C 2.391 -2.562 2.008
H 3.633 -1.483 0.626
H -2.236 -7.873 -2.020
C 4.746 5.846 3.640
O 3.331 -7.351 0.609
H 5.799 -2.792 0.664
C 3.428 -0.744 -1.996
C 7.060 2.766 -1.628
C 6.068 -9.593 0.847
C 5.328 -3.495 1.355
C 2.329 -1.777 -1.679
C -0.068 -7.782 -2.317
H 4.217 -5.150 0.519
C 4.170 8.529 2.809
O -10.757 4.259 0.282
H 7.139 -9.648 0.995
H 4.005 9.571 2.568
H -1.564 2.436 1.866
H 2.372 -0.541 1.365
C 2.828 -3.995 1.654
H 5.902 6.668 5.215
C -4.157 2.328 -0.159
H 2.775 -2.768 -1.778
C 2.580 -1.513 0.909
C -15.970 2.718 -1.113
C -16.621 3.864 -1.287
O -0.215 -4.547 0.167
C -1.355 -7.309 -1.743
C -8.415 4.231 0.510
C -13.873 4.005 -0.473
O -13.955 1.652 -0.528
H 3.877 2.523 -3.030
H -0.730 3.066 -1.938
C -3.124 1.845 -0.913
H 1.335 -2.566 2.293
H -17.659 3.905 -1.593
C -8.892 2.283 2.559
H -3.123 1.484 -1.929
C 5.274 6.839 4.350
H 4.453 1.155 -3.978
C -15.951 5.172 -1.068
H 1.979 -4.518 1.215
C 4.045 -4.100 0.742
H 3.866 -3.595 -0.210
N 4.837 -1.756 -3.963
H 1.998 -5.420 -0.868
C -9.948 2.788 1.930
H -8.329 4.971 -0.275
H 3.407 -11.805 0.317
H 7.990 3.165 -2.041
H 1.410 3.358 -0.897
H 4.112 -0.595 -1.162
C 2.035 0.564 -3.590
H 5.047 3.112 1.950
H 2.931 -2.220 2.895
H 4.750 3.442 0.261
H 1.054 -2.593 -0.203
H 6.308 3.557 -1.553
C 1.113 -5.975 -1.151
O 5.970 -11.939 0.676
O 3.411 5.212 1.806
H 2.161 -9.642 0.289
C -14.528 5.150 -0.647
H 3.202 1.994 -0.818
C 2.951 0.670 -2.445
C -0.173 -5.506 -0.576
C -7.357 3.727 1.140
H -5.177 2.410 -0.497
C 6.509 1.668 -2.509
C 1.160 -7.031 -1.958
H 5.893 -7.484 0.966
C -3.634 2.653 1.117
C 4.175 1.467 -2.968
C 1.337 2.575 -1.658
O -6.549 2.255 2.789
H 3.085 -4.502 2.588
C 6.831 2.990 0.731
C 3.643 7.536 2.099
N 1.316 0.502 -4.479
C 3.889 6.116 2.458
*
```

Results
energy = -3159.99753 hartree
E_HOMO = -8.22 eV
structure (SMILES) = CCCCCCC[C@@H](C#N)[C@@](C#N)(CCCCn1cccc1)COCCOCC.O=C1C=CC(=O)C=C1.O=C1C=CC(=O)C=C1.O=C1C=CC(=O)C=C1.O=C1C=CC(=O)C=C1.O=C1C=CC(=O)C=C1
gap between HOMO and LUMO = 6.4 eV

=====

The following is a DFT calculation (ωB97M-V with the def2-TZVPD basis set) of a cluster of 2 separate species, C5H13IN2 in total in a non-equilibrium geometry.

```
! wB97M-V def2-TZVPD RIJCOSX def2/J DEFGRID3
* xyz 0 1
H -1.316 3.788 0.764
H -2.096 3.359 -0.775
C 0.373 -1.542 -0.941
C 0.068 -0.493 1.340
H -2.024 2.232 0.734
H -1.169 0.888 -1.024
C -1.409 2.970 0.044
H 0.847 -3.626 -1.080
H 0.564 -1.148 2.026
H 0.103 0.425 1.773
I 2.649 0.358 0.126
H 1.947 -3.016 0.063
H 0.318 -3.197 0.535
H -0.739 -1.760 -1.023
N -0.154 2.330 -0.345
C 0.889 -2.941 -0.352
H 0.940 -1.537 -1.796
N -0.251 1.234 -1.095
H -1.010 -0.682 1.442
H 0.797 2.718 -0.376
C 0.673 -0.362 -0.040
*
```

Results
energy = -605.34513 hartree
E_HOMO (alpha / beta) = -7.00 / -7.00 eV
energy above the lowest of the compared OMol25 structures with the same formula, charge and spin = 172.1 kJ/mol
gap between HOMO and LUMO (alpha / beta) = 7.7 / 7.7 eV

=====

The following is a DFT calculation (ωB97M-V with the def2-TZVPD basis set) of the molecule C3H4FNOS in a non-equilibrium geometry.

```
! wB97M-V def2-TZVPD RIJCOSX def2/J DEFGRID3
* xyz 0 1
C -0.983 0.187 1.528
O -0.597 0.826 -1.778
C 0.285 0.648 0.533
N 0.782 -0.905 -1.298
C 0.074 0.147 -0.983
F 1.479 0.257 1.089
H 1.070 -1.660 -0.679
H 0.783 -1.162 -2.273
H -0.755 -0.222 2.484
S -2.504 0.177 1.036
H 0.368 1.705 0.342
*
```

Results
energy = -744.72406 hartree
E_HOMO = -9.00 eV
energy above the lowest of the compared OMol25 structures with the same formula, charge and spin = 108.9 kJ/mol
structure (SMILES) = NC(=O)[C@H](F)C=S
gap between HOMO and LUMO = 8.4 eV

=====

The following is a DFT calculation (ωB97M-V with the def2-TZVPD basis set) of a structure of composition C4H8O2Tl in a non-equilibrium geometry.

```
! wB97M-V def2-TZVPD RIJCOSX def2/J DEFGRID3
* xyz 0 2
C 0.830 -0.647 0.844
Tl -4.652 0.088 -1.753
H 0.613 -0.147 1.795
O -2.571 0.161 -0.672
O 3.239 -1.641 1.204
H 0.104 -1.406 0.518
H 3.572 -1.099 1.924
H -1.397 1.780 -0.125
C -1.448 1.004 -0.899
H 2.085 1.024 -0.427
H -1.637 1.515 -1.853
H -2.520 -0.226 0.217
C 2.308 -1.039 0.496
C 1.818 0.021 -0.116
H -0.345 0.613 -1.153
*
```

Results
energy = -479.94133 hartree
E_HOMO (alpha / beta) = -4.48 / -9.51 eV
energy above the lowest of the compared OMol25 structures with the same formula, charge and spin = 216.3 kJ/mol
expectation value of S² = 0.7528
gap between HOMO and LUMO (alpha / beta) = 4.8 / 9.8 eV